(1)
ORCA calculation (wB97M-V/def2-TZVPD) on an isolated ion of composition C4H11N2S and charge +1.

```
18
Properties=species:S:1:pos:R:3:mulliken_charge:R:1
H 2.068 1.189 0.890 0.439
C 0.425 0.288 -0.118 -0.289
N -0.382 0.313 1.052 0.853
C -0.057 -1.784 -1.875 -0.752
H 2.258 1.070 -0.932 0.331
H -2.120 1.374 1.019 0.389
N 0.162 0.252 2.173 -0.589
H 0.305 -1.286 -2.806 0.308
H 0.147 -2.892 -2.041 0.358
H -1.127 -1.690 -1.492 0.233
H 1.201 2.382 -0.024 0.336
H -2.419 -0.312 0.448 0.296
C -1.785 0.375 1.144 -0.741
C 1.535 1.313 -0.033 -1.205
S 1.175 -1.387 -0.667 0.046
H -0.536 0.482 -0.985 0.350
H -2.045 0.022 2.091 0.338
H 1.196 0.293 2.155 0.298
```

Computed properties:
Kohn-Sham gap ... 0.267 hartree
Total charge ... +1
Structure (SMILES) ... [H]/N=[N+](/C)[C@@H](C)SC
HOMO level ... -13.34 eV

(2)
ORCA calculation (wB97M-V/def2-TZVPD) on a 2-piece molecular cluster, C4H11N2S overall.

```
18
Properties=species:S:1:pos:R:3:mulliken_charge:R:1
H 0.861 2.865 0.336 0.347
H 1.203 -2.196 0.492 0.348
H -1.657 2.420 2.550 0.214
H -0.972 2.298 -0.055 0.401
C 0.714 -2.003 -0.465 -1.081
N 0.197 -0.570 -0.489 0.022
H 1.464 -2.161 -1.184 0.388
C 0.295 0.157 0.562 0.378
H 0.591 0.730 2.278 0.143
H -0.048 -2.739 -0.537 0.393
H 0.270 0.683 -2.053 0.345
H 0.610 -1.133 2.130 0.222
H -1.416 0.103 -1.567 0.346
C -0.177 2.513 0.633 -0.433
C -0.382 -0.150 -1.732 -0.940
S -0.433 2.855 2.260 -0.137
N 0.616 -0.184 1.795 -0.268
H -0.516 -1.069 -2.487 0.312
```

Computed properties:
Kohn-Sham gap (spin up / spin down) ... 0.324 / 0.324 hartree
Total charge ... +1
HOMO level (spin up / spin down) ... -13.09 / -13.09 eV

(3)
ORCA calculation (wB97M-V/def2-TZVPD) on a 2-piece molecular cluster, C4H11N2S overall.

```
18
Properties=species:S:1:pos:R:3:mulliken_charge:R:1
C -0.344 0.997 0.021 0.375
H -1.149 -2.209 1.092 0.407
H 2.150 0.224 -0.557 0.240
H 2.783 -1.398 -0.531 0.254
H -1.344 0.353 2.127 0.245
S -0.045 -0.014 1.532 0.044
H -0.916 0.003 -1.762 0.376
H -0.140 -1.629 -0.356 0.265
C -0.935 -1.457 0.341 -0.380
H 0.163 2.310 -1.308 0.316
N -1.935 -0.679 -0.180 -0.323
H -2.115 1.272 -1.004 0.381
H 1.208 2.323 0.281 0.465
H 3.270 -0.240 0.514 0.243
C 0.409 2.024 -0.314 -0.882
N 2.442 -0.539 0.010 -0.658
C -1.366 0.445 -0.941 -0.692
H -2.634 -0.406 0.499 0.324
```

Computed properties:
Kohn-Sham gap ... 0.377 hartree
Total charge ... +1
HOMO level ... -14.06 eV

So which one is most stable? That would be (3), about 12.9 kcal/mol below the next structure.